{
  "formula": "C5H9N",
  "method": "ωB97M-V/def2-TZVPD",
  "gap_ev": 9.57,
  "e_above_lowest_kj_mol": 232.20,
  "max_force_ha_per_bohr": 0.059,
  "smiles": "C/C=C/C.C#N",
  "e_homo_ev": -8.52,
  "lumo_ha": 0.039,
  "total_charge": 0,
  "elements": ["C", "C", "C", "C", "H", "H", "H", "H", "H", "H", "H", "H", "C", "N", "H"],
  "positions_angstrom": [[0.2532, -2.1884, -0.0202], [0.2923, -0.6765, 0.1906], [0.7949, 0.2471, -0.6773], [1.0650, 1.5919, -0.1314], [-0.7847, -2.4804, -0.3619], [0.7136, -2.5491, 0.8654], [0.9413, -2.3893, -0.8651], [0.1385, -0.3368, 1.2917], [1.0390, 0.0677, -1.7251], [0.4237, 2.4345, -0.6114], [2.1492, 1.7673, -0.2685], [0.7797, 1.5365, 0.9371], [-2.5350, 1.0321, 0.5635], [-1.8718, 1.1692, -0.3509], [-3.3990, 0.7744, 1.1635]],
  "forces_ev_per_a": [[-0.61, 1.98, -2.23], [1.48, 0.74, 0.09], [-1.02, -1.49, 1.69], [-0.73, 1.51, -0.33], [1.13, -0.35, 1.06], [-0.35, -1.28, 0.75], [-0.43, -0.19, 0.37], [0.05, -0.50, -2.04], [-0.12, -0.36, 0.26], [1.28, -1.34, 0.61], [-0.53, 0.47, 0.27], [0.49, 0.51, -0.49], [-1.87, -0.59, 0.39], [0.49, 0.61, -0.60], [0.74, 0.28, 0.18]]
}